{
  "formula": "C6H9Cl2O4PPrTm",
  "method": "wB97M-V/def2-TZVPD",
  "species": ["Pr", "Tm", "Cl", "Cl", "C", "C", "C", "O", "O", "O", "C", "P", "C", "C", "O", "H", "H", "H", "H", "H", "H", "H", "H", "H"],
  "xyz": [[-1.6950, -0.9255, -5.7546], [0.2504, -0.1127, -1.2195], [-0.6743, -1.7415, -3.4667], [-0.8240, 1.9559, -1.9264], [1.8206, 1.7132, -0.2528], [0.3265, -1.7763, -6.4257], [0.0761, 0.7464, -5.6834], [2.4174, 2.6187, 0.1692], [1.4704, -2.0277, -6.3635], [1.0364, 1.4210, -5.6441], [-1.4037, -1.3728, 2.9712], [-0.3607, -0.1779, 2.1833], [-0.8032, 1.4823, 2.6169], [1.3468, -0.4616, 2.5970], [-0.5349, -0.3807, 0.6496], [-1.1014, -2.3899, 2.6731], [-2.4496, -1.2289, 2.6519], [-1.3516, -1.2932, 4.0723], [-0.6770, 1.6746, 3.6982], [-0.1769, 2.2006, 2.0650], [-1.8552, 1.6645, 2.3482], [1.6144, -1.4983, 2.3330], [2.0110, 0.2200, 2.0328], [1.5374, -0.3101, 3.6753]],
  "forces_ev_per_a": [[-4.7, -0.3, 1.5], [-0.8, 1.0, 1.2], [-0.3, 0.5, -0.9], [0.3, -1.0, -0.3], [3.3, 4.5, 2.1], [10.3, -2.9, -0.5], [7.4, 5.7, 0.3], [-3.1, -4.7, -2.2], [-6.9, 1.3, -0.7], [-6.0, -4.1, -0.2], [-0.4, -0.4, 0.2], [-0.2, -0.1, 1.9], [-0.3, 0.5, 0.0], [0.6, -0.2, -0.1], [0.8, 0.1, -2.3], [0.0, 0.3, 0.2], [0.3, 0.1, 0.2], [0.0, 0.0, -0.4], [0.0, -0.2, -0.4], [-0.1, -0.2, 0.2], [0.3, 0.0, 0.1], [-0.1, 0.3, 0.2], [-0.3, -0.2, 0.4], [-0.1, -0.1, -0.4]],
  "lowdin_spin": [2.025, 2.011, -0.019, -0.006, -0.001, -0.008, -0.006, 0.000, 0.006, 0.003, 0.000, 0.000, 0.000, 0.000, -0.003, 0.000, 0.000, 0.000, 0.000, 0.000, 0.000, 0.000, 0.000, 0.000],
  "multiplicity": 5,
  "s2": 6.0048,
  "lumo_energy_ev": [-17.835, -17.128],
  "charge": 4,
  "homo_lumo_gap_ev": [5.13, 5.84],
  "homo_ev": [-22.961, -22.963]
}